{"formula": "C4H10O", "method": "wB97M-V/def2-TZVPD", "elements": ["C", "C", "C", "C", "O", "H", "H", "H", "H", "H", "H", "H", "H", "H", "H"], "coordinates": [[1.93182, -0.39983, 0.07741], [0.46104, -0.90869, 0.12960], [-0.42258, 0.32494, -0.08630], [-1.97739, 0.34431, -0.45275], [-0.19548, 1.45979, 0.90797], [2.63431, -1.24326, -0.17576], [2.13064, 0.44009, -0.80535], [2.14941, 0.11056, 1.00838], [0.24718, -1.35490, 1.14731], [0.42197, -1.66925, -0.77490], [-0.11182, 0.73784, -1.05049], [-2.26720, -0.43524, -1.11781], [-2.01162, 1.27355, -0.99808], [-2.61370, 0.33482, 0.46047], [-0.37658, 0.98526, 1.73031]], "nbo_charge": [-0.602, -0.444, 0.093, -0.620, -0.723, 0.210, 0.203, 0.215, 0.203, 0.223, 0.165, 0.207, 0.216, 0.202, 0.452], "e_tot_ev": -6356.2941, "charge": 0, "homo_energy_ha": -0.3774, "homo_lumo_gap_ev": 11.270, "de_lowest_ev": 1.5088}


{"formula": "C55H44N8OPPbSe2Te", "method": "wB97M-V/def2-TZVPD", "elements": ["Pb", "C", "C", "C", "C", "N", "C", "N", "C", "N", "C", "N", "C", "C", "C", "C", "C", "N", "C", "C", "C", "C", "C", "C", "H", "H", "H", "H", "H", "H", "H", "H", "H", "H", "H", "H", "Se", "Se", "C", "C", "C", "C", "C", "N", "C", "C", "C", "C", "C", "N", "H", "H", "H", "H", "H", "H", "H", "H", "O", "N", "C", "C", "C", "C", "C", "C", "C", "P", "C", "C", "C", "C", "C", "C", "C", "C", "C", "C", "C", "C", "H", "H", "H", "H", "H", "H", "H", "H", "H", "H", "H", "H", "H", "H", "H", "H", "C", "Te", "C", "C", "C", "C", "C", "C", "C", "H", "H", "H", "H", "H", "H", "H", "H"], "coordinates": [[-0.69643, 0.37820, 2.02910], [-2.93341, 3.95547, 3.58358], [-2.21746, 5.10803, 3.29121], [-1.01006, 4.99430, 2.63193], [-0.51954, 3.74295, 2.26629], [-1.22286, 2.62741, 2.56045], [-2.39979, 2.74766, 3.20014], [0.69657, 3.78155, 1.57856], [1.49521, 2.84509, 1.27156], [1.36934, 1.45666, 1.50345], [2.41815, 0.85286, 0.94848], [2.52970, -0.46665, 0.80415], [2.34587, -1.40367, 1.74676], [2.76911, -1.34833, 3.08966], [2.70037, -2.48424, 3.85277], [2.18877, -3.68046, 3.31653], [1.72743, -3.67710, 2.03546], [1.78152, -2.55505, 1.27346], [3.35799, 1.82622, 0.38435], [4.61481, 1.67349, -0.16659], [5.27517, 2.83343, -0.56584], [4.67999, 4.08456, -0.41168], [3.41817, 4.22580, 0.16774], [2.77984, 3.07434, 0.56805], [-3.88446, 3.98986, 4.09516], [-2.60128, 6.08165, 3.56585], [-0.41548, 5.86019, 2.37850], [-2.92640, 1.82258, 3.40960], [3.19335, -0.42627, 3.46395], [3.06368, -2.47078, 4.87301], [2.15056, -4.59018, 3.89710], [1.29908, -4.56084, 1.58592], [5.07020, 0.69689, -0.27667], [6.26585, 2.76566, -0.99576], [5.21628, 4.96740, -0.73391], [2.96950, 5.20015, 0.31045], [-0.85590, -1.93113, 4.48175], [-2.96409, -1.41727, 5.32476], [-3.94329, -1.02273, 3.70955], [-5.31703, -1.22766, 3.75849], [-6.05398, -0.99922, 2.61057], [-5.39866, -0.59737, 1.45401], [-4.03301, -0.41124, 1.51110], [-3.30812, -0.60385, 2.62268], [0.09279, -0.40136, 5.16778], [0.53507, -0.38069, 6.47847], [1.23590, 0.73250, 6.92133], [1.48096, 1.77094, 6.03768], [1.00940, 1.66702, 4.74303], [0.32209, 0.60304, 4.31030], [-5.79004, -1.57455, 4.66774], [-7.12462, -1.15604, 2.61299], [-5.93720, -0.43371, 0.53082], [-3.48069, -0.08049, 0.63500], [0.33095, -1.21565, 7.13372], [1.58554, 0.78448, 7.94402], [2.02788, 2.65139, 6.34460], [1.18265, 2.45654, 4.02238], [-0.97022, 3.24457, -1.46122], [-1.97349, 3.36038, -0.49859], [-3.04555, 2.77057, -0.85159], [-3.38013, 2.08328, -2.12131], [-4.63936, 2.38396, -2.64334], [-5.02520, 1.92063, -3.88926], [-4.14746, 1.14102, -4.63049], [-2.91540, 0.79710, -4.09742], [-2.52047, 1.24506, -2.83678], [-0.95163, 0.64552, -2.08456], [0.34415, 1.40414, -3.13154], [0.05620, 2.35983, -4.10325], [1.07240, 2.91015, -4.87317], [2.38835, 2.51149, -4.69018], [2.69285, 1.57892, -3.70850], [1.67906, 1.04861, -2.92491], [-0.96265, -1.12942, -2.72024], [0.02128, -1.70131, -3.53758], [-0.16549, -2.96988, -4.10502], [-1.34050, -3.65949, -3.88387], [-2.31974, -3.10983, -3.04938], [-2.11915, -1.88100, -2.45191], [-0.29412, 3.86795, -1.16714], [-3.84299, 2.89757, -0.12389], [-5.31042, 3.01445, -2.07168], [-5.99977, 2.17386, -4.28495], [-4.42573, 0.79172, -5.61597], [-2.25326, 0.16133, -4.67418], [-0.96247, 2.68607, -4.26080], [0.83018, 3.64579, -5.62914], [3.17486, 2.93435, -5.30131], [3.71884, 1.27675, -3.54643], [1.94480, 0.35138, -2.13328], [0.88769, -1.11453, -3.82830], [0.60475, -3.39022, -4.73928], [-1.50636, -4.61713, -4.35983], [-3.24362, -3.64784, -2.87668], [-2.89171, -1.46486, -1.81244], [2.77841, -2.52430, -1.62725], [0.95149, -2.03810, -0.66663], [0.40270, -4.05718, -0.98456], [1.54372, -4.70901, -1.72900], [1.45708, -6.04390, -2.11684], [2.48054, -6.61832, -2.85002], [3.59509, -5.86427, -3.20506], [3.68719, -4.53836, -2.82050], [2.66266, -3.95970, -2.07376], [3.52845, -2.36526, -0.85287], [2.95696, -1.81759, -2.43794], [-0.52128, -4.05065, -1.56420], [0.18017, -4.52627, -0.02784], [0.58497, -6.63049, -1.85140], [2.40852, -7.65463, -3.15190], [4.39127, -6.31205, -3.78433], [4.55767, -3.95267, -3.09199]], "lowdin_charge": [1.289, -0.020, -0.002, 0.026, -0.329, -0.041, -0.135, 0.196, -0.275, 0.005, -0.308, 0.046, -0.413, 0.012, -0.028, -0.044, -0.091, -0.129, -0.117, 0.010, -0.033, -0.021, 0.024, -0.099, 0.124, 0.130, 0.130, 0.093, 0.133, 0.134, 0.130, 0.119, 0.122, 0.121, 0.123, 0.128, 0.629, 0.756, -0.662, -0.084, -0.021, -0.033, -0.165, -0.096, -0.677, -0.070, -0.004, -0.007, -0.112, -0.090, 0.115, 0.129, 0.118, 0.080, 0.120, 0.133, 0.127, 0.104, -0.114, 0.034, -0.129, -0.211, -0.021, -0.038, -0.038, -0.081, -0.332, 1.075, -0.378, -0.072, -0.044, -0.056, -0.071, -0.143, -0.488, -0.143, -0.054, -0.057, -0.054, -0.123, 0.107, 0.122, 0.123, 0.121, 0.120, 0.120, 0.108, 0.119, 0.117, 0.108, 0.056, 0.099, 0.128, 0.126, 0.124, 0.109, -0.262, 1.877, -0.288, -0.278, -0.019, -0.039, -0.038, -0.017, -0.273, 0.080, 0.077, 0.050, 0.064, 0.128, 0.122, 0.122, 0.128], "e_tot_ev": -224216.8838, "charge": 3, "homo_energy_ha": -0.5445, "homo_lumo_gap_ev": 6.693, "de_lowest_ev": 0.1977}


{"formula": "C4H7NO", "method": "wB97M-V/def2-TZVPD", "elements": ["C", "C", "O", "C", "C", "N", "H", "H", "H", "H", "H", "H", "H"], "coordinates": [[-1.52640, -1.15187, -0.47723], [-0.16053, -0.48084, -0.55467], [0.73963, -0.96127, -1.24470], [0.05262, 0.86244, 0.10053], [1.15556, 0.77910, 1.05332], [1.49469, 1.41230, -0.19316], [-2.46594, -0.45200, -0.74240], [-1.66252, -1.99962, -1.28052], [-1.66275, -1.63102, 0.57495], [-0.74922, 1.48224, 0.37566], [1.63234, -0.18941, 1.32358], [1.25887, 1.49322, 1.94259], [1.89365, 0.83673, -0.87794]], "nbo_charge": [-0.735, 0.561, -0.559, -0.227, -0.229, -0.547, 0.240, 0.249, 0.245, 0.225, 0.199, 0.202, 0.377], "e_tot_ev": -7797.0115, "charge": 0, "homo_energy_ha": -0.3597, "homo_lumo_gap_ev": 10.660, "de_lowest_ev": 2.6329}


{"formula": "C18H30AlBr3ClFKLiN2O20PS2", "method": "wB97M-V/def2-TZVPD", "elements": ["C", "C", "F", "C", "C", "N", "O", "S", "O", "O", "O", "C", "Cl", "P", "O", "H", "H", "H", "H", "H", "H", "H", "H", "H", "H", "Li", "C", "C", "O", "C", "O", "O", "H", "H", "H", "H", "C", "O", "O", "O", "H", "K", "C", "C", "C", "S", "O", "O", "C", "H", "H", "H", "H", "H", "H", "H", "H", "N", "O", "O", "O", "Al", "C", "C", "O", "C", "H", "H", "H", "H", "H", "H", "C", "O", "O", "O", "C", "Br", "Br", "Br", "H"], "coordinates": [[4.38430, -1.21691, 1.33404], [3.84139, 0.28010, 1.77886], [3.58920, 0.38697, 3.26508], [2.61272, 0.85938, 0.86680], [1.43871, -0.21440, 0.48872], [0.50860, 0.66336, -0.37692], [1.70504, -1.32546, -0.43904], [0.71930, -2.67049, 0.05341], [0.09338, -3.36584, -1.21806], [1.67290, -3.68511, 0.79696], [-0.44474, -1.85749, 1.05774], [0.38774, -0.74613, 1.62768], [1.00180, -1.52278, 3.19219], [-0.99468, 0.45227, 2.25515], [-0.94019, 0.57602, 3.85950], [4.24260, -1.40889, 0.16532], [5.55564, -1.35931, 1.51613], [3.80470, -2.06749, 1.89085], [4.76568, 1.01283, 1.59062], [2.09956, 1.73889, 1.48107], [2.98134, 1.36809, -0.14647], [-0.38035, 0.16162, -0.59347], [1.00575, 0.71844, -1.31634], [-2.28756, -0.12816, 1.92738], [-0.94761, 1.74202, 1.61407], [5.01244, -0.06850, 4.76269], [0.62211, 4.16959, 5.73096], [0.00274, 3.52110, 4.53562], [0.00189, 4.55421, 3.56877], [0.98603, 5.43109, 3.92402], [1.37606, 6.34969, 3.22278], [1.47707, 5.14529, 5.16526], [1.19104, 3.46219, 6.34051], [-0.11675, 4.67155, 6.36436], [0.59918, 2.68382, 4.15812], [-1.01494, 3.17256, 4.73183], [-1.90665, -3.48872, 4.95716], [-0.95958, -2.68281, 5.12314], [-2.39165, -3.39765, 3.72687], [-2.43432, -4.31865, 5.73087], [-1.74559, -2.69828, 3.49974], [-0.23432, 6.62626, 2.15592], [-0.46969, -5.81675, -4.42281], [-1.51302, -5.26201, -3.45414], [-2.88150, -5.41833, -4.11513], [-2.74894, -6.82182, -5.21254], [-2.89374, -6.35597, -6.57568], [-3.53246, -7.91886, -4.68050], [-1.02378, -7.14815, -4.90770], [0.50588, -5.93821, -3.94310], [-0.34852, -5.12976, -5.26887], [-1.48634, -5.83728, -2.52071], [-1.31418, -4.21602, -3.20065], [-3.66543, -5.60694, -3.37730], [-3.13832, -4.54148, -4.71584], [-0.54422, -7.50633, -5.82023], [-0.96056, -7.90965, -4.12465], [4.23455, 6.64740, 1.64093], [4.90089, 6.69195, 2.68835], [3.40466, 7.53811, 1.39452], [4.39817, 5.71216, 0.84008], [3.63457, 7.50314, -0.95575], [-4.83387, 5.85957, -1.67978], [-3.43389, 6.40710, -1.60060], [-2.56629, 5.84762, -0.93205], [-3.13650, 7.66569, -2.37116], [-4.90220, 4.94935, -1.07466], [-5.54264, 6.59376, -1.28848], [-5.07720, 5.61011, -2.71556], [-3.76960, 8.48029, -2.01063], [-3.30419, 7.49662, -3.43781], [-2.08792, 7.94388, -2.22096], [8.37991, -2.01039, 3.92596], [8.92122, -3.05507, 3.59826], [8.82611, -1.20496, 4.75117], [7.30220, -1.59681, 3.48311], [-5.95784, -4.71717, -7.98250], [-5.60149, -4.18826, -9.82033], [-5.77325, -3.22310, -6.75053], [-7.68514, -5.59384, -7.80343], [-5.19547, -5.45378, -7.70825]], "lowdin_charge": [-0.049, -0.241, -0.209, -0.039, -0.462, 0.021, -0.202, 0.930, -0.299, -0.306, -0.306, -0.756, 0.753, 0.829, -0.513, 0.116, 0.091, 0.087, 0.160, 0.144, 0.163, 0.091, 0.118, 0.060, 0.015, 0.879, -0.099, -0.121, -0.023, -0.536, -0.149, 0.107, 0.152, 0.149, 0.126, 0.147, -0.833, -0.053, 0.079, 0.058, 0.064, 1.096, -0.224, -0.228, -0.226, 0.669, -0.331, -0.322, -0.233, 0.118, 0.121, 0.124, 0.096, 0.110, 0.092, 0.111, 0.113, -0.628, 0.056, -0.220, -0.124, 0.963, -0.018, -0.490, 0.019, -0.021, 0.087, 0.093, 0.094, 0.092, 0.094, 0.079, -0.968, 0.245, 0.257, 0.165, -1.601, 0.553, 0.531, 0.560, -0.046], "e_tot_ev": -342512.8083, "charge": 1, "homo_energy_ha": -0.3188, "homo_lumo_gap_ev": 1.390}